Below is a cluster of 2 separate species, C4H7N3 in total, with properties calculated with ωB97M-V with the def2-TZVPD basis set.

Cartesian coordinates (Å):
1 C 2.6377 -0.0781 0.3011
2 N 1.4948 -0.3551 -0.5612
3 C -0.4375 1.2892 -0.4710
4 C -1.3798 0.5931 -0.1933
5 C -2.6798 -0.0228 0.0790
6 N -0.2880 -1.7875 -0.0878
7 N 0.6825 -1.2128 -0.2177
8 H 2.3570 0.1274 1.3388
9 H 3.1136 0.8216 -0.1014
10 H 3.3176 -0.9273 0.2413
11 H 0.2552 2.0433 -0.7608
12 H -2.8344 -0.9121 -0.5326
13 H -2.7919 -0.2993 1.1319
14 H -3.4469 0.7162 -0.1663

Values from the calculation:
Energy relative to the best compared isomer or geometry (same formula, charge and spin)   4.296 eV
2S+1   1
HOMO energy   -0.33679 hartree

Here is what natural (NBO) gives for the atomic charges, in e: number 1, C, carries -0.430; number 2, N, carries -0.316; number 3, C, carries -0.280; number 4, C, carries -0.016; number 5, C, carries -0.685; number 6, N, carries -0.071; number 7, N, carries 0.248; number 8, H, carries 0.197; number 9, H, carries 0.215; number 10, H, carries 0.202; number 11, H, carries 0.236; number 12, H, carries 0.238; number 13, H, carries 0.235; number 14, H, carries 0.229

Below is a cluster of 2 separate species, C2H10N2O2P in total, with properties calculated with ωB97M-V with the def2-TZVPD basis set.

Cartesian coordinates (Å):
1 C 0.8110 -1.2795 1.2751
2 C -1.5512 -0.8849 1.5276
3 N 0.3517 0.5045 -2.7791
4 N -0.2087 -0.5160 1.1715
5 O 1.5166 1.4512 0.5846
6 O -0.5558 1.3751 -0.6983
7 P -0.0796 1.4451 0.7484
8 H -0.3885 -0.2767 -2.8957
9 H 0.7857 -2.2043 1.6417
10 H 1.7621 -0.8529 1.0487
11 H -1.5227 -1.8730 1.9673
12 H -1.9732 -0.0504 2.1345
13 H -2.1366 -0.8753 0.6128
14 H -0.0198 1.2540 -3.2865
15 H 1.2173 0.1476 -3.0803
16 H 1.9462 1.7206 1.5048
17 H 0.0457 0.9150 -1.4771

Values from the calculation:
Net charge   +1
Energy relative to the best compared isomer or geometry (same formula, charge and spin)   1.362 eV
2S+1   1
HOMO energy   -0.50580 hartree

Here is what natural (NBO) gives for the atomic charges, in e: number 1, C, carries 0.073; number 2, C, carries -0.450; number 3, N, carries -1.017; number 4, N, carries -0.459; number 5, O, carries -1.010; number 6, O, carries -1.054; number 7, P, carries 1.583; number 8, H, carries 0.397; number 9, H, carries 0.190; number 10, H, carries 0.210; number 11, H, carries 0.225; number 12, H, carries 0.245; number 13, H, carries 0.240; number 14, H, carries 0.405; number 15, H, carries 0.405; number 16, H, carries 0.528; number 17, H, carries 0.489

no.,E (hartree)
1,-320.72541
2,-683.33424